# 1
C47H53As2Br2IN4O2Ti | wB97M-V/def2-TZVPD

Charge = +2
HOMO-LUMO gap = 6.18 eV
E_tot = -12958.589038 Ha
LUMO = -6.41 eV

Cartesian coordinates (Å):
Ti -22.1737 -7.9899 -0.0831
C -19.5160 -7.3317 -3.4935
C -20.6449 -7.7875 -2.6374
N -20.8416 -7.1629 -1.5073
N -20.1922 -6.0079 -1.1327
C -20.6896 -5.5932 -0.0108
O -21.6323 -6.2935 0.6008
C -20.2977 -4.3471 0.6903
C -21.0840 -3.8226 1.6888
C -20.6886 -2.7210 2.4573
C -19.4920 -2.1651 2.2195
C -18.6464 -2.6655 1.2023
C -19.0857 -3.7021 0.4273
C -21.6451 -8.8639 -2.9973
C -21.5684 -9.5583 -4.2023
C -22.5995 -10.4406 -4.4859
C -23.6244 -10.5385 -3.5614
C -23.6314 -9.9294 -2.3835
N -22.6102 -9.0530 -2.0734
H -19.5019 -7.9138 -4.4468
H -18.5925 -7.2703 -3.0271
H -19.8125 -6.3486 -3.7534
H -22.0450 -4.3030 1.8893
H -21.3673 -2.3864 3.2398
H -19.1590 -1.3049 2.7546
H -17.6872 -2.2905 0.9550
H -18.4757 -4.0182 -0.3946
H -20.7203 -9.4219 -4.8571
H -22.6360 -11.0617 -5.3746
H -24.3228 -11.3095 -3.7506
H -24.3014 -10.1923 -1.5836
C -24.3928 -4.4746 -1.2141
As -23.7144 -6.2148 -1.8339
C -22.8572 -5.6631 -3.5380
C -25.3907 -7.0043 -2.3885
C -26.0821 -6.7507 -3.5881
C -27.2134 -7.4610 -3.9400
C -27.6776 -8.4737 -3.1358
C -27.0380 -8.7380 -1.9357
C -25.8846 -8.0162 -1.5248
As -24.9243 -8.4260 0.1145
C -25.8197 -10.1595 0.6330
C -25.7541 -7.1547 1.3629
H -24.6849 -3.9892 -2.1106
H -23.5726 -3.9522 -0.7446
H -25.2519 -4.5774 -0.5764
H -23.4375 -4.8023 -3.9356
H -22.8402 -6.4471 -4.2318
H -21.8498 -5.3850 -3.2230
H -25.7160 -6.0413 -4.3086
H -27.6109 -7.2682 -4.9459
H -28.6045 -8.9796 -3.3432
H -27.4975 -9.5533 -1.3847
H -26.8637 -9.9353 0.9344
H -25.1780 -10.5346 1.4432
H -25.7121 -10.8575 -0.1759
H -26.7576 -7.0487 1.0163
H -25.1739 -6.2353 1.4078
H -25.8380 -7.5041 2.3925
Br -23.6574 -0.6324 0.9032
C -21.8894 -0.0296 0.7183
C -21.3619 0.7247 1.7762
C -20.0715 1.2375 1.6540
C -19.2882 0.9149 0.5223
C -19.8348 0.0957 -0.4467
C -21.1422 -0.3508 -0.3760
I -21.8681 -1.5773 -1.9095
H -21.9133 0.8101 2.7509
H -19.7088 1.8270 2.5037
H -18.2345 1.2024 0.4373
H -19.2261 -0.2594 -1.2553
Br -23.1754 -5.6683 5.4280
C -22.9478 -7.1917 4.3472
C -22.9446 -8.4533 4.9187
C -22.9756 -9.5819 4.1115
C -22.7783 -9.3751 2.7026
N -22.6516 -8.1782 2.1981
C -22.8291 -7.0709 2.9656
H -22.9606 -8.5546 6.0171
H -23.0258 -10.5869 4.4884
H -22.7389 -10.2411 2.0455
H -22.6795 -6.1604 2.4376
C -18.3648 -7.8242 0.6208
C -18.7185 -8.3486 2.0228
C -19.4286 -7.3611 2.8902
C -19.3870 -9.7400 2.0062
C -18.8526 -10.6131 2.9859
C -19.2674 -11.9399 3.1335
C -20.1701 -12.4196 2.2300
C -20.6484 -11.6222 1.2146
C -21.4037 -12.2987 0.0975
C -22.9416 -12.2187 0.1285
C -20.8441 -11.8774 -1.2811
C -20.3256 -10.2415 1.0975
O -21.0373 -9.4133 0.2852
H -17.7841 -6.8777 0.7694
H -19.2421 -7.7969 0.0123
H -17.6457 -8.5344 0.1979
H -17.7970 -8.6209 2.5113
H -20.3502 -6.9533 2.4390
H -18.7780 -6.5098 3.1310
H -19.7238 -7.7719 3.8245
H -18.1292 -10.1700 3.6324
H -18.7939 -12.5448 3.8637
H -20.5159 -13.4480 2.2833
H -21.1961 -13.4568 0.1569
H -23.2450 -11.1768 0.0234
H -23.3198 -12.5428 1.1420
H -23.3937 -12.8405 -0.6794
H -21.1514 -10.8596 -1.5031
H -21.2929 -12.6401 -1.9437
H -19.7766 -11.9836 -1.2828

Atoms 1-2, force components in eV/Å:
0.1 -1.3 0.2
-2.5 -1.5 -2.2


# 2
C47H53N3NiO3PSi | wB97M-V/def2-TZVPD

<S²> = 2.02
Charge = -1
HOMO-LUMO gap (spin up / spin down) = 4.18 / 6.26 eV
Multiplicity = 3
E_tot = -4351.778233 Ha
LUMO (spin up / spin down) = 2.17 / 2.17 eV

Cartesian coordinates (Å):
Ni -1.0664 0.2956 0.3232
C 6.6141 -2.7068 1.5878
O 5.4444 -1.8772 1.4915
C 5.0426 -1.3013 2.6783
C 5.8352 -1.2633 3.8457
C 5.3886 -0.6069 4.9929
C 4.1589 0.0309 4.9708
C 3.4647 0.1704 3.7789
C 3.8731 -0.4768 2.5961
N 3.1028 -0.3412 1.4410
C 1.7248 -0.3231 1.4089
N 1.1185 -1.0666 2.4032
C -0.1534 -0.8142 2.9286
C -1.2257 -0.2174 2.2382
C -2.3216 0.0406 3.0561
C -2.4764 -0.3587 4.3957
C -1.4307 -0.9319 5.0808
C -0.2547 -1.1834 4.3182
O 0.8486 -1.7583 4.7815
C 1.0813 -1.9714 6.2229
N 0.9543 0.2476 0.4963
C 1.6856 0.8736 -0.5833
C 1.8614 0.0990 -1.7268
C 2.6143 0.5815 -2.8339
C 3.1269 1.8584 -2.7731
C 3.0438 2.6283 -1.6068
C 2.3037 2.1521 -0.4988
O 2.1027 2.8517 0.6671
C 1.8055 4.2507 0.5323
H 6.7357 -3.1591 0.5959
H 6.4486 -3.5309 2.3278
H 7.5023 -2.0703 1.8649
H 6.7935 -1.8092 3.8866
H 5.9346 -0.6808 5.9505
H 3.6679 0.2848 5.9279
H 2.5517 0.7513 3.7041
H 3.5735 -0.2264 0.5606
H 1.7257 -1.6875 3.0109
H -3.1985 0.5245 2.6403
H -3.4284 -0.1007 4.8309
H -1.6043 -1.3074 6.0804
H 2.1361 -2.1635 6.3050
H 0.5054 -2.8414 6.5669
H 0.8016 -1.0541 6.7256
H 1.4514 -0.9140 -1.7293
H 2.9381 -0.0577 -3.6668
H 3.5590 2.3580 -3.6362
H 3.5229 3.5990 -1.5265
H 0.8720 4.3940 0.0502
H 2.6788 4.7395 0.0123
H 1.6885 4.5946 1.5666
C -1.5134 -3.8029 -3.7405
C -0.6823 -3.6731 -2.4420
C 0.1605 -4.7625 -2.0905
C 0.6195 -4.9272 -0.8068
C 0.2460 -3.9928 0.1598
C -0.5568 -2.9048 -0.1933
C -0.8570 -2.5943 -1.5311
P -1.2420 -0.8256 -1.8733
C -0.5853 -0.2022 -3.4628
C 0.3063 -1.0132 -4.1939
C 0.7056 -0.6619 -5.4792
C 0.2862 0.5901 -6.0271
C -0.5764 1.3453 -5.3306
C -0.9249 1.0331 -3.9469
C -1.8699 2.0329 -3.3643
C -2.9894 -0.7826 -2.1179
C -3.6208 -0.9378 -3.3558
C -4.9745 -1.2133 -3.4002
C -5.7553 -1.1273 -2.2585
C -5.1855 -0.7757 -1.0602
C -3.7484 -0.6323 -0.9774
C -3.0213 -0.3973 0.2802
H -0.9700 -3.6313 -4.7135
H -2.2864 -2.9799 -3.6768
H -2.0436 -4.7391 -3.8135
H 0.4224 -5.4685 -2.8883
H 1.2227 -5.8478 -0.6021
H 0.5726 -4.1181 1.2141
H -0.9425 -2.1815 0.5304
H 0.6759 -1.9038 -3.7028
H 1.3656 -1.2947 -6.0561
H 0.6933 0.9357 -6.9645
H -1.0573 2.2541 -5.6636
H -2.9142 1.9947 -3.8651
H -1.4922 3.1108 -3.5496
H -2.0308 2.0193 -2.2999
H -3.0308 -0.7816 -4.2724
H -5.3716 -1.4575 -4.4016
H -6.8519 -1.2475 -2.2488
H -5.7364 -0.7358 -0.1275
H -2.8982 -1.3388 0.8145
H -3.5194 0.3648 0.8872
C -4.1559 2.5396 -0.0538
Si -2.5440 3.5380 0.2390
C -2.4832 4.9512 -1.0890
C -2.7143 4.2482 1.9902
C -1.0479 2.3874 0.2534
H -4.9828 3.1761 -0.2456
H -4.4375 1.9270 0.8668
H -4.1129 1.8843 -0.9024
H -3.5282 5.2625 -1.3514
H -2.0145 4.6987 -2.0304
H -1.9884 5.8730 -0.7836
H -2.5086 5.3006 2.0813
H -1.9508 3.7674 2.5440
H -3.7041 4.1392 2.3856
H -0.4768 2.6437 1.1329
H -0.5012 2.4105 -0.6870

Atoms 1-2, force components in eV/Å:
-1.1 -0.1 0.3
-0.1 0.2 0.2


# 3
C47H54BFIN6O2PS3Y | wB97M-V/def2-TZVPD

Charge = -1
HOMO-LUMO gap = 6.22 eV
E_tot = -4299.489203 Ha
LUMO = 2.21 eV

Cartesian coordinates (Å):
Y 0.5742 1.0130 -0.8403
C -5.6668 -0.8379 -3.1281
C -4.2330 -0.4025 -2.8161
C -3.3313 -1.6030 -3.0770
C -3.8131 0.7662 -3.7041
N -4.2108 0.0903 -1.3990
C -5.2377 0.9030 -0.9451
C -4.9494 1.2477 0.3194
N -3.7440 0.6752 0.6506
B -3.0952 1.0800 1.9958
N -2.0483 0.0438 2.4874
C -2.4799 -1.2409 2.7644
C -1.4120 -2.0581 2.7705
N -0.3058 -1.2665 2.5174
C -0.7135 0.0184 2.3346
S 0.3485 1.3354 2.0447
C 1.8853 -2.1297 3.4406
C 2.1406 -0.8141 4.1897
C 1.9904 -3.4218 5.6567
C 3.2338 -2.6662 2.9506
N -2.5353 2.5238 1.9341
C -2.4298 3.2208 3.1129
C -1.8841 4.4158 2.8445
N -1.6574 4.4696 1.4777
C -2.0373 3.2785 0.9239
S -1.8917 2.7916 -0.7220
C -1.0607 5.7222 0.9022
C -1.8488 6.9037 1.4769
C -1.1407 5.8433 -0.6164
C 0.3990 5.7723 1.3503
C -3.2763 -0.0131 -0.4107
S -1.7676 -0.8233 -0.4731
H -5.6864 -1.2538 -4.1346
H -6.3817 -0.0170 -3.1023
H -5.9959 -1.6093 -2.4297
H -3.5566 -1.9401 -4.0913
H -3.5369 -2.4208 -2.3867
H -2.2770 -1.3620 -3.0209
H -3.8253 0.4550 -4.7498
H -2.7998 1.0794 -3.4548
H -4.4878 1.6167 -3.5875
H -6.0761 1.1663 -1.5572
H -5.4848 1.8681 1.0141
H -3.9966 1.0883 2.8113
H -3.5236 -1.4578 2.9000
H -1.3344 -3.1210 2.9026
H 1.2203 -0.3984 4.6063
H 2.5477 -0.0676 3.5085
H 2.8570 -0.9546 4.9984
H 2.2939 -2.5183 6.1797
H 2.8846 -4.0027 5.4261
H 1.3853 -4.0141 6.3458
H 3.6711 -1.9792 2.2235
H 3.1505 -3.6421 2.4738
H 3.9331 -2.7452 3.7841
H -2.7390 2.7897 4.0468
H -1.6287 5.2219 3.5023
H -2.9005 6.8282 1.1981
H -1.4471 7.8265 1.0585
H -1.7820 6.9788 2.5608
H -2.1625 5.7481 -0.9795
H -0.5326 5.1144 -1.1342
H -0.7739 6.8440 -0.8570
H 0.4845 5.8093 2.4376
H 0.8784 6.6619 0.9385
H 0.9345 4.8963 0.9887
O 4.7462 0.6554 -0.2357
C 3.7956 -0.1082 -0.2607
O 2.5689 0.1681 -0.0153
C 4.0361 -1.5851 -0.5719
C 5.3637 -2.0022 -0.6288
C 5.6944 -3.3275 -0.8443
C 4.6794 -4.2596 -1.0153
C 3.3579 -3.8525 -0.9726
C 3.0091 -2.5175 -0.7578
P 1.2012 -2.0954 -0.6282
C 0.9474 -2.7898 1.0812
C 0.7750 -4.0970 1.2804
C 0.6113 -4.8356 2.5339
C 0.7745 -4.4440 3.7999
C 1.1800 -3.1216 4.3876
C 1.0419 -1.7595 2.1957
C 0.4385 -3.3300 -1.7476
C -0.7782 -3.9466 -1.4593
C -1.4292 -4.7154 -2.4141
C -0.8859 -4.8638 -3.6812
C 0.3113 -4.2333 -3.9890
C 0.9644 -3.4721 -3.0330
H 6.1224 -1.2442 -0.4882
H 6.7314 -3.6357 -0.8766
H 4.9156 -5.3034 -1.1828
H 2.5791 -4.5916 -1.1127
H 0.7375 -4.7336 0.4035
H 0.3184 -5.8718 2.3945
H 0.5808 -5.2094 4.5474
H 0.2541 -2.6297 4.7203
H 1.5421 -0.8818 1.7739
H -1.2356 -3.8091 -0.4891
H -2.3736 -5.1844 -2.1680
H -1.3989 -5.4552 -4.4291
H 0.7336 -4.3203 -4.9817
H 1.8857 -2.9676 -3.2983
F 4.0708 3.4538 -6.1339
C 3.5173 3.3854 -4.8855
C 4.2169 2.7709 -3.8713
C 3.6488 2.7063 -2.6044
C 2.3798 3.2362 -2.3391
C 1.7311 3.0845 -1.0140
C 1.7171 3.8579 -3.4066
C 2.2719 3.9384 -4.6736
H 5.1940 2.3499 -4.0697
H 4.1942 2.2255 -1.8016
H 1.0388 3.9063 -0.8301
H 2.4752 3.0564 -0.2098
H 0.7213 4.2567 -3.2424
H 1.7427 4.4033 -5.4951
I 0.1708 0.4128 -3.6930

Atoms 1-2, force components in eV/Å:
0.0 -0.4 0.8
-0.1 0.0 0.0


# 4
C47H54BMgN8O4P2 | wB97M-V/def2-TZVPD

Charge = +1
HOMO-LUMO gap = 5.47 eV
E_tot = -3469.991547 Ha
LUMO = -2.15 eV

Cartesian coordinates (Å):
Mg 12.9625 10.1600 16.2893
N 16.2481 12.2334 17.8120
C 16.7914 11.0103 17.4402
C 15.7539 10.2842 16.9312
N 14.5898 11.0030 17.1022
C 14.9101 12.1905 17.6176
C 13.9616 13.1334 18.1977
N 12.6549 12.9539 18.2257
C 12.1255 13.9801 18.9817
C 13.1812 14.7699 19.4383
N 14.3258 14.2422 18.8779
H 16.7600 13.0699 18.1521
H 17.8479 10.7826 17.5899
H 15.7151 9.2800 16.5083
H 11.0751 14.0304 19.1948
H 13.3034 15.6527 20.0258
H 15.2851 14.5447 19.0819
O 13.3215 11.6268 14.6132
C 12.3362 12.7364 14.7846
C 11.0215 12.0461 15.0391
C 9.8863 12.6530 14.5239
C 8.6635 12.0598 14.7261
C 8.5986 10.8644 15.4961
C 9.7671 10.2978 16.0083
N 10.9595 10.9208 15.7975
H 14.1442 11.9831 14.2421
H 12.3142 13.4555 13.9274
H 12.6813 13.2878 15.6829
H 9.9701 13.6406 14.1002
H 7.7577 12.4416 14.2256
H 7.6497 10.3689 15.7142
H 9.8240 9.3857 16.5923
C 14.4959 5.8352 13.5843
C 13.6193 6.9664 13.0608
C 13.5713 6.9257 11.5089
O 14.2998 8.2328 13.5171
B 13.5207 8.9359 14.3533
O 12.2073 8.4428 14.3192
C 12.1978 7.0594 13.7648
C 10.9888 6.9264 12.8733
C 12.0399 6.0822 14.9519
H 15.4400 5.8666 13.0308
H 14.0008 4.8618 13.3578
H 14.6441 5.9677 14.6769
H 14.6167 7.1030 11.1812
H 12.9091 7.6607 11.0397
H 13.2454 5.9422 11.1588
H 10.9087 7.7635 12.1368
H 10.0441 6.9493 13.4680
H 11.0553 5.9909 12.2926
H 12.9420 6.1442 15.5525
H 11.9233 5.0390 14.6078
H 11.1418 6.3367 15.5502
C 18.1209 12.3459 11.2084
P 16.6634 12.3166 12.4515
C 17.2167 13.6778 13.5732
C 18.4487 13.5604 14.1583
C 18.9059 14.5473 15.0479
C 18.0879 15.6651 15.3448
C 16.8081 15.7378 14.8226
C 16.3435 14.7368 13.9563
C 15.4260 13.1824 11.4654
C 15.7054 14.4321 10.9326
C 14.7362 15.1766 10.2561
C 13.4234 14.7094 10.1619
C 13.1863 13.3746 10.5362
C 14.1470 12.6606 11.2824
P 18.2275 10.5683 10.6156
C 19.6720 10.5814 9.5177
C 20.8582 11.1670 9.9052
C 21.9118 11.3559 9.0051
C 21.8681 10.7720 7.7192
C 20.6907 10.0278 7.4189
C 19.6172 9.9475 8.2714
C 16.7773 10.5906 9.4872
C 16.7940 11.2617 8.2805
C 15.7350 11.1831 7.3726
C 14.6499 10.3712 7.6663
C 14.6352 9.6905 8.8802
C 15.6684 9.8374 9.8030
H 19.0349 12.7298 11.6611
H 17.8896 13.0397 10.3999
H 19.0265 12.6547 13.9130
H 19.8945 14.4949 15.4626
H 18.4991 16.5040 15.9287
H 16.2152 16.6432 15.0264
H 15.3153 14.7918 13.6389
H 16.6654 14.9563 11.1645
H 15.0152 16.1646 9.9007
H 12.6242 15.3408 9.7755
H 12.1933 12.9356 10.3109
H 13.9636 11.5949 11.5636
H 20.9669 11.5222 10.9427
H 22.7388 11.9035 9.3872
H 22.7134 10.9077 7.0476
H 20.5500 9.4526 6.5005
H 18.7408 9.4135 7.9802
H 17.6947 11.8434 8.0265
H 15.7728 11.7991 6.4587
H 13.8027 10.3086 6.9789
H 13.8186 9.1053 9.1970
H 15.6095 9.4208 10.7782
C 12.1281 7.6671 21.3913
N 12.4309 7.8165 19.9992
C 13.0650 6.7485 19.2434
C 13.3066 7.5216 17.8990
O 14.1517 7.1874 17.0468
N 12.5900 8.7248 17.9294
C 12.1869 8.8814 19.1853
N 11.5668 10.0220 19.6623
H 12.6423 6.7735 21.7749
H 11.0415 7.5365 21.5893
H 12.5096 8.5152 21.9996
H 12.4074 5.8784 19.0704
H 14.0449 6.4161 19.6096
H 11.6020 10.9220 19.2082
H 11.1668 10.0639 20.5968

Atoms 1-2, force components in eV/Å:
-0.3 -0.9 -1.7
0.6 0.9 0.6


- Which value of charge does entry 4 give?
  +1